Record 1
{
  "formula": "C10H15N3O2",
  "method": "ωB97M-V/def2-TZVPD",
  "lumo_ev": -1.032,
  "relative_energy_ev": 6.3634,
  "homo_ha": -0.2893,
  "smiles": "O=[N+]([O-])/C=C/c1ccccc1.CN(C)N",
  "gap_ev": 6.84,
  "fmax_ev_per_a": 3.6,
  "symbols": ["C", "C", "N", "O", "O", "C", "C", "C", "C", "C", "C", "H", "H", "H", "H", "H", "H", "H", "C", "N", "C", "N", "H", "H", "H", "H", "H", "H", "H", "H"],
  "xyz": [[0.659, 0.521, 1.683], [1.676, -0.354, 1.426], [2.991, 0.048, 1.679], [3.962, -0.748, 1.654], [3.123, 1.273, 1.972], [-0.759, 0.228, 1.634], [-1.680, 1.309, 1.624], [-3.046, 1.079, 1.545], [-3.534, -0.239, 1.508], [-2.639, -1.318, 1.533], [-1.260, -1.097, 1.600], [0.919, 1.555, 1.913], [1.511, -1.367, 1.067], [-1.273, 2.321, 1.670], [-3.733, 1.925, 1.515], [-4.609, -0.418, 1.470], [-3.018, -2.341, 1.503], [-0.555, -1.932, 1.633], [2.230, 0.600, 5.002], [0.862, 0.333, 4.577], [-0.111, 1.264, 5.132], [0.515, -0.975, 5.006], [2.506, 1.593, 4.629], [2.347, 0.554, 6.099], [2.892, -0.152, 4.552], [0.173, 2.273, 4.817], [-1.106, 1.028, 4.731], [-0.157, 1.214, 6.236], [-0.427, -1.164, 4.665], [1.167, -1.613, 4.549]]
}

---

Record 2
{
  "formula": "C21H43N2OP3Rh",
  "method": "ωB97M-V/def2-TZVPD",
  "lumo_ev": [-7.768, -11.967],
  "s2": 6.03,
  "total_charge": 3,
  "relative_energy_ev": 0.0000,
  "homo_ha": [-0.5019, -0.6172],
  "gap_ev": [5.89, 4.83],
  "fmax_ev_per_a": 2.7,
  "spin_multiplicity": 5,
  "symbols": ["Rh", "P", "P", "P", "H", "C", "C", "H", "C", "C", "C", "C", "C", "C", "C", "C", "C", "H", "H", "H", "H", "H", "H", "H", "H", "H", "H", "H", "H", "H", "H", "H", "H", "H", "H", "H", "H", "H", "H", "H", "H", "H", "H", "H", "H", "H", "C", "C", "C", "C", "C", "C", "O", "H", "H", "H", "H", "H", "H", "C", "N", "C", "C", "N", "C", "H", "H", "H", "H", "H", "H"],
  "xyz": [[0.176, 0.286, 0.948], [-0.771, 1.232, 2.878], [-0.967, -1.514, 0.224], [-0.808, 1.888, -0.376], [2.693, 0.096, -0.143], [2.056, 0.975, -0.030], [1.962, 1.612, 1.233], [2.577, 1.241, 2.057], [-0.039, 0.854, 4.511], [-2.511, 0.691, 3.015], [-0.853, 3.061, 2.942], [0.087, -2.091, -1.148], [-1.271, -3.048, 1.170], [-2.627, -1.253, -0.518], [-0.071, 3.572, -0.431], [-2.601, 2.232, -0.255], [-0.720, 1.412, -2.141], [1.869, 1.559, -0.935], [1.662, 2.662, 1.294], [1.054, 0.869, 4.446], [-0.366, -0.128, 4.874], [-0.358, 1.623, 5.225], [-2.593, -0.383, 2.809], [-3.144, 1.240, 2.304], [-2.863, 0.889, 4.036], [0.117, 3.495, 2.671], [-1.082, 3.352, 3.975], [-1.629, 3.465, 2.282], [-0.337, -3.012, -1.565], [1.095, -2.297, -0.769], [0.156, -1.341, -1.946], [-1.941, -3.694, 0.581], [-1.758, -2.837, 2.131], [-0.337, -3.593, 1.348], [-3.088, -2.241, -0.676], [-2.570, -0.735, -1.482], [-3.264, -0.688, 0.176], [-0.554, 4.134, -1.245], [1.007, 3.538, -0.629], [-0.242, 4.112, 0.508], [-2.867, 2.930, -1.062], [-2.872, 2.693, 0.702], [-3.181, 1.314, -0.394], [-0.912, 2.301, -2.757], [-1.465, 0.652, -2.404], [0.275, 1.017, -2.377], [0.243, -0.520, -5.150], [0.546, -1.372, -6.234], [1.408, -0.897, -7.226], [1.943, 0.399, -7.145], [1.546, 1.255, -6.109], [0.640, 0.814, -5.144], [-0.377, -0.999, -4.017], [-0.566, -1.953, -4.120], [0.132, -2.381, -6.270], [1.669, -1.545, -8.065], [2.658, 0.750, -7.897], [1.936, 2.274, -6.046], [0.274, 1.486, -4.377], [1.488, -3.433, 4.897], [1.681, -2.580, 3.731], [2.874, -2.390, 3.046], [2.622, -1.461, 2.064], [1.284, -1.119, 2.136], [0.745, -1.798, 3.148], [2.006, -4.388, 4.742], [1.891, -2.960, 5.804], [0.418, -3.618, 5.041], [3.785, -2.911, 3.283], [3.310, -1.016, 1.359], [-0.283, -1.774, 3.494]]
}

---

Record 3
{
  "formula": "C3H16O5",
  "method": "ωB97M-V/def2-TZVPD",
  "lumo_ev": 0.560,
  "relative_energy_ev": 1.4695,
  "homo_ha": -0.3867,
  "smiles": "CO.CO.CO.O.O",
  "gap_ev": 11.08,
  "fmax_ev_per_a": 0.8,
  "symbols": ["O", "H", "H", "O", "H", "H", "C", "O", "H", "H", "H", "H", "C", "O", "H", "H", "H", "H", "C", "O", "H", "H", "H", "H"],
  "xyz": [[-0.160, 4.013, -0.241], [-0.105, 3.060, -0.086], [-0.812, 4.289, 0.413], [0.447, 1.243, 0.577], [1.358, 1.059, 0.831], [0.014, 0.394, 0.764], [0.015, -2.058, -0.321], [-0.607, -1.356, 0.744], [-0.701, -2.678, -0.877], [0.499, -1.387, -1.035], [0.801, -2.697, 0.091], [-1.537, -1.190, 0.503], [3.664, -0.223, 0.099], [3.046, -0.023, 1.359], [3.483, -1.225, -0.317], [3.243, 0.486, -0.602], [4.747, -0.096, 0.151], [2.902, -0.891, 1.741], [-3.254, 0.045, -0.962], [-3.331, -0.902, 0.126], [-4.220, 0.544, -1.045], [-2.445, 0.742, -0.755], [-3.001, -0.544, -1.846], [-4.047, -0.604, 0.688]]
}

---

Record 4
{
  "formula": "C18H32NO6S2",
  "method": "ωB97M-V/def2-TZVPD",
  "lumo_ev": -4.355,
  "total_charge": 1,
  "homo_ha": -0.4759,
  "gap_ev": 8.59,
  "fmax_ev_per_a": 1.5,
  "symbols": ["C", "C", "N", "C", "C", "C", "C", "C", "C", "C", "C", "C", "C", "H", "H", "H", "H", "H", "H", "H", "H", "H", "H", "H", "H", "H", "H", "H", "H", "O", "S", "O", "O", "C", "C", "C", "H", "H", "H", "H", "H", "H", "H", "H", "O", "S", "O", "O", "C", "C", "C", "H", "H", "H", "H", "H", "H", "H", "H"],
  "xyz": [[-0.054, -4.148, 0.791], [0.155, -3.240, 0.048], [0.324, -2.125, -0.711], [1.236, -2.178, -1.720], [1.423, -1.114, -2.561], [0.684, 0.036, -2.375], [-0.239, 0.087, -1.345], [-0.414, -1.013, -0.510], [-1.448, -1.034, 0.579], [-1.754, 0.358, 1.157], [-2.794, -1.648, 0.053], [-2.774, -2.297, -1.331], [-4.197, -2.761, -1.724], [-0.387, -5.051, 1.241], [1.802, -3.084, -1.834], [2.142, -1.192, -3.357], [0.769, 0.901, -3.016], [-0.810, 0.985, -1.218], [-1.077, -1.596, 1.429], [-2.664, 0.245, 1.737], [-1.974, 1.099, 0.399], [-0.986, 0.680, 1.853], [-3.577, -0.900, 0.097], [-3.060, -2.439, 0.751], [-2.440, -1.611, -2.104], [-2.132, -3.173, -1.292], [-4.581, -2.137, -2.524], [-4.895, -2.678, -0.898], [-4.152, -3.772, -2.112], [0.153, 3.273, -3.242], [0.028, 4.641, -2.814], [-1.227, 5.306, -2.940], [1.165, 5.491, -3.506], [1.270, 5.459, -4.952], [0.183, 6.260, -5.638], [0.600, 4.802, -1.158], [1.281, 4.422, -5.291], [2.246, 5.886, -5.170], [-0.801, 5.823, -5.475], [0.367, 6.289, -6.711], [0.157, 7.279, -5.253], [1.564, 4.310, -1.062], [-0.140, 4.325, -0.518], [0.673, 5.859, -0.918], [1.652, -4.316, 5.149], [1.547, -3.021, 5.749], [0.316, -2.297, 5.668], [2.722, -2.107, 5.173], [2.819, -2.011, 3.744], [1.724, -1.145, 3.149], [2.087, -3.076, 7.419], [2.818, -3.013, 3.309], [3.795, -1.574, 3.542], [0.740, -1.592, 3.290], [1.878, -1.029, 2.073], [1.718, -0.173, 3.641], [3.034, -3.604, 7.468], [1.322, -3.611, 7.979], [2.181, -2.059, 7.790]]
}

---

Record 5
{
  "formula": "C2H7NS2",
  "method": "ωB97M-V/def2-TZVPD",
  "lumo_ev": 0.699,
  "relative_energy_ev": 1.2572,
  "homo_ha": -0.3385,
  "smiles": "CN(S)CS",
  "gap_ev": 9.91,
  "fmax_ev_per_a": 3.7,
  "symbols": ["C", "C", "N", "S", "S", "H", "H", "H", "H", "H", "H", "H"],
  "xyz": [[0.102, 1.381, 0.195], [0.514, -1.083, 0.257], [0.764, 0.167, -0.468], [-1.323, -1.311, 0.707], [0.500, 0.046, -2.175], [0.139, 1.407, 1.245], [0.512, 2.237, -0.391], [-0.952, 1.377, -0.019], [0.796, -1.882, -0.343], [1.129, -0.956, 1.126], [-1.286, -1.299, 2.060], [-0.897, -0.084, -2.194]]
}

---

Record 6
{
  "formula": "C2H4N2OS",
  "method": "ωB97M-V/def2-TZVPD",
  "lumo_ev": 0.924,
  "relative_energy_ev": 3.8092,
  "homo_ha": -0.3199,
  "smiles": "C=NO/C=N\\S",
  "gap_ev": 9.63,
  "fmax_ev_per_a": 2.3,
  "symbols": ["C", "C", "H", "H", "H", "H", "N", "N", "O", "S"],
  "xyz": [[0.075, 1.054, 0.022], [-2.761, -0.706, 0.088], [3.174, -0.214, -0.122], [-0.429, 2.036, -0.007], [-3.814, -0.559, -0.106], [-2.268, -1.620, 0.299], [1.333, 0.938, 0.103], [-2.091, 0.352, -0.130], [-0.753, -0.031, -0.012], [1.924, -0.657, -0.027]]
}